Entry 1:
# C15H39ClO4PPdS2Si4

A molecular structure, C15H39ClO4PPdS2Si4 at a distorted geometry (ωB97M-V/def2-TZVPD, the OMol25 dataset).

```
67
Properties=species:S:1:pos:R:3:mulliken_spin:R:1
Pd 11.366 9.456 11.608 0.58
C 15.149 11.459 14.461 -0.01
C 14.790 10.058 14.826 0.01
O 13.417 9.793 14.333 -0.03
P 13.128 9.055 12.968 0.55
S 9.237 8.717 8.237 -1.91
S 11.531 7.792 13.263 0.05
O 14.441 8.216 12.550 -0.05
C 14.627 7.629 11.207 0.00
C 14.890 8.711 10.062 0.02
H 16.209 11.568 14.548 0.00
H 14.768 12.188 15.191 0.00
H 14.738 11.724 13.467 0.01
H 14.754 9.846 15.911 0.00
H 15.399 9.306 14.425 0.00
H 13.778 7.007 10.936 0.01
H 15.440 6.914 11.276 0.00
H 14.386 8.320 9.206 0.00
H 15.950 8.703 9.865 0.00
H 14.495 9.696 10.332 0.00
Cl 12.506 14.692 11.432 0.00
C 13.259 13.279 10.623 0.02
C 12.821 11.897 11.181 -0.03
O 12.265 11.123 10.360 0.03
O 13.093 11.631 12.385 0.00
H 14.322 13.444 10.733 0.00
H 12.971 13.364 9.561 0.01
C 7.116 11.046 11.454 0.22
Si 9.046 10.914 11.583 0.16
C 9.540 12.477 10.646 0.01
C 9.458 11.214 13.478 0.02
Si 9.222 8.787 10.359 1.96
Si 8.830 6.666 11.487 -0.09
C 7.153 5.964 10.824 0.08
C 10.308 5.543 10.966 0.02
C 8.456 6.881 13.304 0.01
Si 9.002 10.428 6.472 0.46
C 7.598 11.529 6.980 0.08
C 8.935 9.601 4.796 0.70
C 10.740 11.229 6.666 -0.04
H 6.857 11.307 10.380 -0.03
H 6.652 11.863 12.055 0.00
H 6.616 10.123 11.711 -0.03
H 8.642 12.911 10.276 0.00
H 10.229 12.238 9.835 0.00
H 10.058 13.182 11.252 0.00
H 9.700 10.303 14.007 0.00
H 8.583 11.641 13.937 0.00
H 10.296 11.975 13.575 0.00
H 7.439 5.095 10.153 0.00
H 6.635 6.663 10.148 0.00
H 6.510 5.596 11.608 0.00
H 10.977 5.320 11.827 0.01
H 10.984 6.065 10.280 0.01
H 9.863 4.668 10.446 -0.01
H 9.029 6.309 14.022 0.01
H 7.402 6.556 13.412 0.00
H 8.595 7.960 13.636 0.01
H 6.624 11.032 6.814 -0.02
H 7.608 12.411 6.276 0.07
H 7.570 11.758 8.045 0.03
H 9.946 9.194 4.477 0.14
H 8.586 10.219 3.956 -0.21
H 8.262 8.754 4.971 0.14
H 11.551 10.602 6.274 0.01
H 10.957 11.451 7.685 0.04
H 10.674 12.182 6.124 0.02
```

The value obtained for the frontier orbital gap (spin up / spin down) is 2.265 / 6.415 eV. The calculation puts the molar mass at 632.80 g/mol. As for the spin multiplicity: 4. As for the energy relative to the best compared isomer or geometry (same formula, charge and spin): 2.282 eV. As for the total charge: -2. For the total energy, the calculation gives -102851.5107 eV. The value obtained for the HOMO energy (spin up / spin down) is 2.31 / -1.86 eV. The calculation puts the LUMO energy (spin up / spin down) at 4.575 / 4.552 eV.

Entry 2:
# C15H39NO7

5 unconnected molecules or ions with the total composition C15H39NO7 at a distorted geometry (ωB97M-V/def2-TZVPD, the OMol25 dataset).

```
62
Properties=species:S:1:pos:R:3:nbo_charge:R:1
C -16.911 10.188 8.871 -0.65
C -15.949 10.079 10.073 0.13
C -16.552 10.810 11.283 -0.41
C -17.698 10.081 11.989 -0.40
C -17.259 8.688 12.346 -0.40
C -16.669 7.848 11.175 0.12
N -15.646 8.688 10.433 -0.20
O -15.108 7.937 9.380 -0.59
C -15.966 6.667 11.872 -0.61
C -17.837 7.327 10.293 -0.65
C -14.617 10.875 9.750 -0.62
H -16.897 11.167 8.392 0.21
H -17.911 9.875 9.172 0.21
H -16.561 9.564 8.049 0.22
H -15.745 11.091 11.960 0.21
H -16.975 11.724 10.866 0.21
H -18.575 9.907 11.366 0.19
H -18.061 10.645 12.849 0.21
H -18.090 8.203 12.859 0.21
H -16.547 8.910 13.141 0.20
H -15.631 5.904 11.169 0.22
H -15.058 6.985 12.386 0.21
H -16.566 6.085 12.572 0.21
H -18.115 6.301 10.532 0.22
H -18.749 7.923 10.249 0.21
H -17.511 7.333 9.253 0.22
H -14.937 11.917 9.748 0.21
H -14.237 10.621 8.760 0.21
H -13.779 10.753 10.436 0.21
H -14.177 8.170 9.412 0.48
C -11.917 7.253 8.993 -0.10
C -10.405 6.812 8.939 -0.09
O -9.612 7.840 9.500 -0.72
O -12.226 8.216 7.963 -0.73
H -12.125 7.685 9.972 0.17
H -12.590 6.399 8.911 0.19
H -10.164 6.542 7.911 0.17
H -10.292 5.891 9.511 0.18
H -9.250 8.407 8.815 0.47
H -11.710 9.009 8.126 0.47
C -18.728 1.602 7.549 -0.07
C -17.724 2.604 6.801 -0.09
O -16.910 3.199 7.802 -0.74
O -19.677 2.241 8.412 -0.73
H -18.185 0.817 8.075 0.16
H -19.316 1.043 6.821 0.17
H -18.385 3.236 6.207 0.16
H -17.226 2.011 6.033 0.15
H -16.335 3.772 7.290 0.50
H -19.341 2.429 9.291 0.48
C -15.479 5.071 2.961 -0.24
O -14.682 4.347 3.890 -0.75
H -16.504 4.703 2.903 0.18
H -15.448 6.146 3.141 0.18
H -14.940 4.885 2.033 0.16
H -13.984 3.931 3.379 0.48
C -15.801 6.546 6.660 -0.24
O -15.893 5.186 6.227 -0.77
H -14.822 6.785 7.075 0.17
H -15.884 7.291 5.869 0.16
H -16.580 6.619 7.419 0.19
H -15.158 4.945 5.658 0.50
```

The value obtained for the frontier orbital gap is 8.517 eV. The calculation puts the molar mass at 345.48 g/mol. For the total energy, the calculation gives -32006.2132 eV. As for the SMILES: CC1(C)CCCC(C)(C)N1O.OCCO.OCCO.CO.CO. The value obtained for the HOMO energy is -8.12 eV. The calculation puts the LUMO energy at 0.400 eV.